[1]
The following is a DFT calculation (ωB97M-V/def2-TZVPD) of a cluster of 2 separate species, C5H11N2O2 in total at a distorted geometry.

## Properties
total charge = +1
highest occupied orbital energy = -13.392 eV
relative energy (zero: lowest compared OMol25 entry of this formula, charge and spin) = 4.058 eV

Each line ends with the Löwdin charge.
Element x y z (Å)
C (-0.202, 3.886, 1.202)  -0.2669
C (0.258, -1.481, -0.450)  -0.1241
C (-1.254, -1.358, -0.208)  -0.1307
C (0.886, -0.581, 0.624)  -0.2072
C (-1.320, -0.034, 0.605)  -0.0713
N (0.598, 3.719, 0.318)  0.2477
N (0.100, 0.570, 0.597)  -0.1960
O (-0.977, 3.929, 1.974)  0.3803
O (0.305, 1.424, -0.470)  -0.0290
H (0.562, -2.471, -0.568)  0.1003
H (0.530, -0.852, -1.374)  0.1193
H (-1.895, -1.431, -1.044)  0.1042
H (-1.598, -2.163, 0.321)  0.0814
H (1.009, -1.091, 1.588)  0.1433
H (1.946, -0.271, 0.465)  0.1426
H (-1.884, 0.664, -0.050)  0.1266
H (-1.597, 0.009, 1.632)  0.1130
H (0.677, 2.684, -0.167)  0.1075
H (1.267, 4.464, -0.068)  0.2220
H (0.564, 0.831, -1.208)  0.1371

***

[2]
The following is a DFT calculation (ωB97M-V/def2-TZVPD) of a cluster of 2 separate species, C5H11N2O2 in total at a distorted geometry.

## Properties
total charge = +1
highest occupied orbital energy = -13.832 eV
relative energy (zero: lowest compared OMol25 entry of this formula, charge and spin) = 5.046 eV

Each line ends with the Löwdin charge.
Element x y z (Å)
C (-0.600, -1.434, 0.032)  -0.0764
C (1.370, -0.098, -0.283)  -0.1828
C (-1.020, 0.660, 1.134)  -0.0516
C (-2.376, 0.102, -0.861)  -0.0326
C (-1.632, -0.560, 0.351)  -0.3241
N (2.428, -0.450, 0.452)  -0.0095
N (1.514, 0.833, -1.195)  0.1308
O (-0.194, -2.491, -0.278)  0.2560
O (3.769, 0.115, 0.366)  0.0495
H (-0.540, 0.365, 2.071)  0.0959
H (-1.731, 1.206, 1.572)  0.0392
H (-0.283, 1.336, 0.622)  0.0975
H (-3.311, 0.728, -0.615)  0.1308
H (-1.672, 0.899, -1.424)  0.1246
H (-2.614, -0.722, -1.513)  0.0741
H (-2.496, -1.202, 0.754)  0.2076
H (2.217, -1.107, 1.159)  0.1298
H (0.649, 1.087, -1.754)  0.1345
H (2.362, 1.329, -1.427)  0.1215
H (4.161, -0.596, 0.836)  0.0852